Molecular formula: C14H21BFN3O4
Method: DFT, the ωB97M-V functional and the def2-TZVPD basis

CARTESIAN COORDINATES (ANGSTROEM)
O  -0.18581  -1.20077  1.49040
F  2.17255  1.56218  -2.76213
N  2.81448  -1.72459  -1.41585
O  0.47185  0.95959  3.16551
O  0.19574  3.10847  4.08053
O  -2.21212  -2.21626  1.63231
B  -0.28679  2.09305  3.26477
C  -1.23983  -1.54472  1.00787
C  3.61607  -1.41049  -0.42512
C  2.24557  -0.73337  -2.11237
C  3.89062  -0.10562  -0.08847
C  3.41113  0.90896  -0.85873
C  2.56969  0.59500  -1.90442
N  -0.16413  -1.03113  -2.47144
N  -2.77189  -1.98912  -0.85718
C  1.20825  -1.10083  -3.07839
C  -1.63223  2.27372  2.52134
C  -2.15297  1.34066  1.41797
C  -0.72429  0.31530  -2.16450
C  -1.20911  1.19569  0.20823
C  -0.31379  -1.85183  -1.24873
C  -1.63231  0.18975  -0.88980
C  -1.51445  -1.29553  -0.46519
H  0.21718  0.14712  2.64808
H  1.03308  2.80357  4.44543
H  -1.92281  -2.31421  2.56284
H  4.04655  -2.23748  0.12857
H  4.57068  0.12897  0.70521
H  3.66099  1.95405  -0.67692
H  -2.72225  -2.98087  -0.60997
H  -3.56048  -1.57586  -0.35802
H  1.25944  -0.48624  -3.97310
H  1.37983  -2.14871  -3.37896
H  -2.35114  2.40834  3.32465
H  -1.54478  3.29611  2.13409
H  -3.12463  1.75665  1.07931
H  -2.35802  0.36863  1.85789
H  -1.35699  0.68953  -2.97343
H  0.08417  1.04141  -2.01108
H  -1.02778  2.18800  -0.25405
H  -0.25234  0.94282  0.62573
H  0.61828  -1.78530  -0.66357
H  -0.50856  -2.87304  -1.53634
H  -2.69664  0.33839  -1.12296

Computed properties:
* net charge: 0
* gap between HOMO and LUMO: 8.7 eV
* E_LUMO: 0.015 hartree
* energy relative to the best compared isomer or geometry (same formula, charge and spin): 0.0 kcal/mol
* structure (SMILES): N[C@@]1(C(=O)O)CN(Cc2ncccc2F)C[C@@H]1CCCB(O)O